# 1
{"formula": "C24H50F3N3O22S2", "method": "ωB97M-V/def2-TZVPD", "species": ["O", "H", "F", "H", "H", "H", "C", "O", "H", "C", "C", "F", "C", "C", "O", "H", "O", "C", "H", "H", "C", "O", "O", "C", "H", "H", "O", "H", "H", "H", "H", "C", "H", "O", "H", "C", "O", "N", "H", "O", "C", "O", "H", "C", "H", "C", "O", "H", "H", "H", "O", "H", "O", "C", "C", "C", "H", "H", "H", "O", "H", "H", "H", "O", "H", "H", "O", "H", "O", "H", "H", "O", "C", "O", "N", "C", "O", "F", "C", "H", "H", "H", "H", "C", "H", "H", "H", "H", "H", "H", "H", "C", "N", "H", "H", "C", "S", "H", "O", "H", "H", "C", "C", "S"], "xyz": [[1.234, 7.657, 1.740], [-2.942, 1.808, -1.045], [0.602, -0.073, 1.794], [-6.231, 0.749, -0.924], [-3.235, -3.897, 0.775], [-4.355, -2.659, 1.210], [-1.748, 0.669, -5.944], [-2.018, -3.106, 4.054], [4.498, -5.620, 2.411], [-1.282, 1.334, -2.320], [-1.563, 0.045, 0.953], [-0.069, -1.810, 0.630], [-2.027, -2.215, 4.994], [3.842, -4.826, 2.767], [-0.711, -2.060, 5.457], [-4.946, -0.097, 3.948], [4.812, 1.310, 0.293], [0.142, -2.374, 4.226], [2.044, 3.532, -1.059], [2.043, 2.054, 1.171], [-0.962, 5.258, 2.812], [-2.077, 0.101, -0.325], [2.631, -0.286, -5.478], [4.364, -3.488, 2.249], [-0.256, 1.009, -2.149], [3.434, 1.466, -1.240], [-3.004, -1.486, 5.293], [1.463, -3.958, 5.009], [1.845, 4.502, 0.430], [-4.982, 1.105, -0.142], [-4.768, -0.063, -1.174], [0.588, 6.805, 2.380], [5.414, -3.562, 1.968], [1.247, -2.723, -7.336], [-0.559, 0.700, -8.502], [3.511, 1.416, -0.154], [-0.508, 6.231, 1.907], [-3.565, -2.950, 0.653], [-0.387, 5.408, 4.782], [-0.540, -1.526, -6.407], [-0.985, -0.285, -8.309], [3.692, -5.104, -0.346], [-3.701, -2.525, -0.253], [2.479, 3.784, -0.091], [-2.447, 1.436, -6.278], [2.904, 2.512, 0.685], [6.059, 2.233, 2.078], [3.391, 4.171, -0.546], [-2.227, 0.369, -5.013], [-3.493, 0.014, 3.235], [0.967, 6.337, 3.635], [-2.503, -1.102, -6.992], [3.927, 2.867, 1.544], [1.501, -2.955, 4.584], [-0.702, -3.369, 3.451], [-0.097, -0.514, 0.740], [2.125, -2.414, 5.296], [-0.583, -3.109, 2.400], [2.893, 0.539, 0.036], [2.304, 1.266, -3.566], [-0.863, 1.195, -5.585], [-2.001, 0.578, -2.635], [4.334, -2.692, 2.993], [3.695, -3.010, 1.184], [-1.521, 3.175, 2.886], [-1.350, 2.271, -2.874], [2.725, -4.946, 2.016], [-0.818, 3.512, 1.216], [0.802, -0.778, -3.832], [-1.407, 1.014, 1.428], [0.108, -1.599, -2.246], [0.043, -1.208, -8.440], [0.343, -1.878, -7.312], [3.102, -1.219, -3.154], [-5.236, 0.827, -1.079], [2.214, -1.969, -2.344], [-2.507, -0.660, 1.677], [0.674, -0.091, -0.281], [-1.300, 3.907, 2.109], [-2.313, 4.041, 1.730], [1.893, -3.085, 3.575], [2.674, -2.947, -2.208], [-1.389, 2.194, -0.440], [0.881, -1.878, -2.963], [0.604, 4.234, 3.933], [2.219, -1.404, -1.411], [-2.914, -2.274, 1.028], [-5.079, 1.485, -1.828], [0.124, -1.444, 3.658], [-3.982, 1.121, 4.465], [3.765, -4.751, 3.852], [4.976, 2.129, 1.367], [-4.229, 0.555, 3.666], [-1.924, 5.536, 3.241], [-0.370, -4.386, 3.664], [-1.549, -0.584, -6.891], [2.309, -0.058, -4.120], [-1.831, -0.245, -8.995], [1.544, -3.987, 0.113], [0.540, -2.738, -3.541], [-4.571, 1.191, 2.960], [0.142, 5.217, 3.848], [-1.933, 1.405, -0.959], [2.893, -4.288, 0.528]], "forces_ev_per_angstrom": [[-2.5, -3.1, 2.6], [-0.3, 0.2, -0.1], [0.3, -0.5, 1.2], [-0.9, -0.6, -0.8], [-0.3, -0.5, -0.4], [-0.6, -0.9, 0.4], [-0.1, -1.0, 0.5], [-1.1, -1.7, -2.8], [0.4, -0.1, 0.8], [-1.2, -1.0, 1.2], [-0.8, -0.8, 0.8], [-0.3, -1.7, 0.5], [0.8, 3.6, 1.4], [2.8, 0.6, -0.7], [-1.4, -0.1, -1.6], [-0.4, -0.3, 0.3], [1.5, -0.2, 1.0], [-0.5, 0.0, 2.2], [-0.9, -0.5, 0.2], [0.1, 0.4, 0.8], [-0.1, -1.6, -1.0], [-0.3, 2.2, -2.4], [0.3, 0.3, 0.3], [4.2, 1.0, 3.0], [-0.2, -0.2, -0.7], [0.5, 0.8, -0.1], [2.7, -2.5, -0.6], [-0.6, -0.1, 0.0], [0.4, 0.0, 0.1], [1.1, 1.1, 0.1], [0.2, -0.4, -0.7], [4.3, 4.1, -1.8], [0.2, -0.2, 0.2], [-3.0, 2.6, 1.4], [0.2, 0.3, 0.8], [-1.7, -0.9, -1.1], [-0.6, -0.2, -0.3], [-0.7, 1.0, 0.1], [0.4, -0.3, 0.4], [-1.2, 0.2, 2.5], [-0.7, 1.5, 1.0], [-0.3, 1.3, 1.3], [0.1, -1.1, -0.9], [0.6, -1.1, -1.0], [0.1, -0.2, -0.9], [-2.0, 1.5, -2.0], [-5.7, -0.9, -3.9], [0.3, 0.8, 0.8], [0.0, -0.6, 0.1], [1.7, -0.7, -0.5], [-0.7, -0.2, -2.3], [0.2, -0.2, 0.2], [-0.7, 0.9, 1.9], [-0.5, 0.1, -0.3], [0.3, 0.5, 1.7], [0.1, 1.0, 1.0], [-0.1, 0.6, -0.6], [-0.9, -0.3, 0.0], [0.6, -0.6, 0.4], [0.1, -1.1, 0.1], [0.4, -0.3, -0.6], [1.0, -0.4, -1.9], [-0.2, -0.1, 0.2], [-3.1, -0.6, -3.9], [0.8, -0.4, 0.1], [0.0, -0.2, 0.0], [-3.8, -0.9, -1.8], [1.1, 0.2, 0.6], [2.2, 2.2, -0.9], [0.1, 0.5, -0.3], [0.0, -0.7, 0.5], [0.4, -0.4, -1.9], [2.3, -2.3, -2.7], [0.0, 2.2, -2.3], [-0.9, -0.3, 1.3], [1.5, 1.2, 1.1], [1.1, -0.5, 0.3], [-1.2, 0.8, -0.8], [-1.6, 0.7, 0.1], [-0.3, 0.3, -0.3], [0.9, 0.2, 0.1], [-0.4, 0.0, -0.2], [0.1, -0.6, 1.1], [-2.6, -0.5, -0.5], [0.7, 0.3, -0.3], [-0.2, -0.6, 0.4], [2.0, 1.6, 1.2], [0.6, 0.4, -0.2], [0.6, 0.1, 0.3], [0.6, -0.2, 0.5], [-0.8, -0.6, -0.2], [7.1, -0.2, 2.9], [-1.0, 0.6, 0.0], [0.2, 0.5, 0.1], [-0.5, -0.1, -0.1], [1.0, 1.6, 0.0], [-1.3, -2.8, 1.3], [0.3, -1.3, -0.6], [1.5, 0.4, 0.4], [0.3, -0.3, 0.1], [-0.3, 0.1, -0.2], [-1.5, -0.3, 2.1], [0.2, 1.3, 0.1], [-1.0, -0.9, 0.6]], "e_homo_ev": -13.441, "charge": 2, "mol_weight_g_mol": 853.791, "gap_ev": 5.8}



# 2
{"formula": "C24H50F3NO11", "method": "ωB97M-V/def2-TZVPD", "species": ["H", "C", "C", "H", "H", "H", "H", "N", "F", "H", "O", "C", "O", "C", "O", "H", "C", "H", "C", "C", "H", "C", "C", "H", "C", "H", "C", "H", "O", "O", "H", "H", "H", "F", "O", "H", "H", "C", "H", "H", "H", "H", "H", "C", "O", "O", "C", "H", "H", "H", "H", "H", "H", "O", "C", "C", "H", "H", "H", "H", "H", "H", "H", "H", "H", "H", "H", "H", "C", "O", "F", "C", "O", "C", "H", "H", "C", "H", "H", "C", "H", "H", "H", "C", "H", "C", "H", "C", "H"], "xyz": [[0.467, 1.214, 2.437], [-8.213, 4.175, 1.445], [4.736, -7.000, -1.306], [0.846, -2.623, -0.798], [2.199, -3.880, -3.184], [5.660, -4.211, 0.676], [-1.335, 0.637, 4.376], [-3.008, 0.855, 1.969], [-8.186, 8.919, 2.320], [2.176, 1.939, -0.822], [-1.816, -3.243, -0.140], [0.493, -3.563, -1.223], [2.412, -1.364, -4.221], [-7.155, 7.303, 0.838], [-0.288, 3.358, -0.845], [-1.430, 4.850, -0.151], [-7.117, 5.058, 2.026], [3.036, -3.948, 1.527], [2.992, 0.223, -2.445], [-1.544, -2.328, 0.982], [1.382, 3.851, -2.074], [-7.571, 8.755, 1.130], [3.488, -0.519, -3.733], [-1.005, -1.063, 4.928], [-0.753, -4.139, -0.488], [-7.015, 4.825, 3.086], [0.872, 0.214, 2.592], [4.389, -1.086, -3.500], [1.932, 1.140, -2.695], [2.934, -0.634, 1.649], [3.100, -3.112, -1.868], [5.658, -7.015, -1.888], [-1.483, -0.775, 3.386], [-6.474, 9.437, 1.018], [4.854, -3.096, 2.171], [-9.129, 4.316, 2.018], [3.912, -7.687, -1.501], [5.485, -4.223, 1.752], [-0.557, -4.710, 0.420], [-6.151, 4.781, 1.602], [3.272, -1.966, 3.203], [2.788, 0.783, 3.367], [3.667, -2.789, 0.366], [-0.689, 4.713, -0.939], [3.922, -5.839, -1.197], [-7.414, 6.449, 1.907], [2.279, -1.245, -5.706], [3.808, 0.861, -2.105], [1.355, -1.783, -5.915], [-1.076, 4.810, -1.953], [-3.070, 4.046, 2.399], [0.141, 5.407, -0.811], [0.231, 2.883, -2.807], [1.625, -4.532, -1.389], [3.596, -3.018, 1.429], [2.397, 0.449, 2.406], [2.681, -0.460, -1.654], [-0.986, -1.474, 0.598], [-2.463, -1.940, 1.421], [-7.865, 3.157, 1.621], [0.594, 1.079, -1.028], [-8.382, 4.435, 0.400], [-4.729, 3.458, 2.510], [-0.947, -2.724, 1.804], [3.396, -5.846, -3.148], [-1.262, -4.851, -1.138], [0.478, -0.463, 1.833], [2.270, -0.229, -6.099], [-0.856, -0.315, 4.149], [0.562, -0.339, 3.880], [-8.432, 9.127, 0.179], [2.662, -4.049, -2.212], [-6.402, 7.043, -0.161], [-3.348, 1.960, 1.947], [2.521, 1.379, 1.852], [5.224, -7.339, -0.393], [0.715, 3.021, -1.840], [-3.972, 3.694, 0.926], [6.502, -4.309, 2.133], [3.743, -5.142, -2.392], [0.119, -3.214, -2.186], [1.751, -2.303, 2.260], [3.107, -1.709, -6.243], [1.353, 1.705, -1.498], [4.554, -4.678, -2.954], [2.779, -1.942, 2.232], [4.966, -5.143, 2.020], [-3.797, 3.369, 1.951], [3.839, 0.182, -4.490]], "forces_ev_per_angstrom": [[-0.8, 0.0, 0.3], [0.3, 0.4, 0.5], [-1.0, -0.7, 0.7], [0.3, -0.1, 0.7], [0.4, 0.4, -0.4], [-0.3, -0.2, -0.4], [0.6, 0.3, 0.1], [-0.3, 1.0, -0.1], [0.2, 0.8, 0.2], [0.0, -0.4, 0.5], [0.8, 1.0, 0.9], [0.5, -0.2, -0.4], [1.2, 1.2, -2.1], [-1.2, 0.3, -1.2], [1.7, -0.5, -0.2], [-0.1, 0.3, -0.3], [-0.1, 1.2, -0.8], [0.2, -0.3, 0.0], [0.2, 0.5, -0.7], [0.3, -0.1, -1.2], [0.5, 0.1, 0.7], [0.1, -6.1, -0.3], [-1.6, 0.2, 0.9], [0.2, 0.5, 0.7], [-0.4, -0.6, 0.5], [-0.2, 0.3, 0.3], [0.7, 0.6, 0.5], [-0.1, -0.4, 0.3], [-0.8, 0.0, -0.2], [0.6, -0.1, 0.6], [0.0, 0.1, 0.3], [-0.6, 0.5, -1.3], [0.4, 0.3, -0.8], [1.4, 3.2, 0.3], [-1.7, 0.8, -1.0], [-0.1, 0.1, -0.1], [1.0, -1.2, -0.8], [1.9, -1.5, -0.8], [0.8, 0.0, 0.1], [0.1, 0.3, -0.5], [-0.5, 0.1, 0.3], [0.7, -1.2, 0.5], [0.5, 0.1, 0.0], [0.0, -0.8, -0.4], [2.2, 1.4, 0.7], [0.1, -1.2, 2.2], [0.0, -0.7, 1.6], [0.5, -0.4, 0.4], [0.1, 0.2, -0.2], [-0.5, 0.7, 0.1], [0.1, -0.3, 0.0], [0.2, 0.1, 0.1], [-0.5, -0.1, -0.2], [-2.0, 1.0, 1.2], [-0.6, 1.7, 2.2], [-2.0, -0.5, -0.4], [0.2, -0.3, 0.0], [-0.1, 0.1, 0.0], [-0.2, -0.3, -0.5], [-0.2, -0.3, -0.5], [0.1, -0.3, 0.0], [0.0, -0.3, 0.0], [0.1, -0.1, -0.1], [0.1, -0.7, -0.1], [-0.5, -0.4, -0.1], [0.2, 0.0, -0.3], [0.1, 0.2, -0.3], [-0.4, 0.3, 0.6], [0.2, -1.6, 0.0], [-0.9, 0.9, -0.5], [-0.8, 1.6, -0.7], [-0.3, -0.8, -0.4], [0.3, -0.3, 0.6], [0.2, -0.2, 0.2], [0.0, -0.4, -0.8], [-0.8, 0.6, 0.9], [-1.8, 0.3, -0.6], [-0.1, 0.0, 0.0], [0.0, 0.3, 0.6], [-1.9, 0.0, -0.8], [0.2, -0.4, -0.5], [-0.3, 0.5, 0.2], [0.2, -0.4, 0.3], [1.3, 0.4, -0.3], [1.0, 0.2, 0.9], [1.3, -0.3, -1.1], [-0.3, -0.2, 0.0], [0.0, -0.4, -0.2], [-0.5, 0.3, -0.1]], "spin_multiplicity": 2, "e_homo_ev": [0.009, -4.631], "e_above_lowest_kj_mol": 0.0, "charge": -1, "mol_weight_g_mol": 585.654, "gap_ev": [1.8, 6.4]}